Record 1
{
  "formula": "C2H5N3O2S",
  "method": "the ωB97M-V functional and the def2-TZVPD basis",
  "e_lumo_ev": [-1.357, -0.477],
  "symbols": ["C", "C", "N", "N", "N", "O", "O", "S", "H", "H", "H", "H", "H"],
  "positions_angstrom": [[-0.02806, 0.20953, -0.15546], [-0.52254, 0.78829, -1.55060], [0.20164, 1.28744, 0.63023], [0.20960, -1.04648, 0.06843], [0.04784, -1.96550, -0.95693], [1.04284, 1.20104, 4.29839], [0.56624, 1.19680, 1.95988], [0.92624, 0.31790, 3.21074], [-1.50967, 0.49571, -1.69043], [0.00898, 0.54050, -2.47833], [-0.36537, 1.83872, -1.32999], [-0.77245, -2.04041, -1.54168], [0.19473, -2.82354, -0.46425]],
  "lowdin_charge": [-0.401, -0.017, 0.071, 0.016, 0.029, -0.480, -0.462, 0.899, 0.040, 0.078, 0.061, 0.091, 0.074]
}

=====

Record 2
{
  "formula": "C2H5N3O2S",
  "method": "the ωB97M-V functional and the def2-TZVPD basis",
  "e_lumo_ev": -0.666,
  "smiles": "N/N=C(/NO)C(O)=S",
  "symbols": ["N", "N", "C", "N", "O", "C", "O", "S", "H", "H", "H", "H", "H"],
  "positions_angstrom": [[1.52601, 1.77012, 0.09808], [0.25062, 1.53116, -0.12932], [-0.21335, 0.28576, -0.22013], [-1.63880, 0.20307, -0.47533], [-2.28908, -0.47530, 0.61383], [0.50743, -0.92813, -0.08989], [-0.27023, -1.97664, -0.24382], [2.18018, -1.14450, 0.07693], [1.68254, 2.72608, 0.34336], [2.17632, 0.99374, 0.34506], [-1.94533, 1.17450, -0.42452], [-2.30372, -1.43138, 0.24540], [0.33744, -2.72848, -0.13967]],
  "lowdin_charge": [0.027, 0.053, -0.332, -0.042, -0.097, -0.753, 0.007, 0.713, 0.098, -0.011, 0.113, 0.124, 0.100]
}

=====

Relative energy (zero: lowest compared OMol25 entry of this formula, charge and spin), record by record: 140.1, 77.4 kcal/mol